Computed, not measured: C3H4N2O2 in the gas phase, with ωB97M-V with the def2-TZVPD basis set.

Geometry (Å):
C 0.2310 -1.3409 0.3735
C 1.3152 0.6887 -0.1255
C -1.5159 0.1064 -0.0452
H 0.0554 -0.9978 1.3928
H 0.4881 -2.3902 0.3229
H 2.2750 1.1230 -0.2828
H -2.6204 0.0658 0.0080
N 0.3858 1.5434 0.0413
N -0.9617 1.2398 0.1737
O 1.3700 -0.6781 -0.1234
O -0.9134 -1.0730 -0.3970

Values from the calculation:
HOMO level ... -9.76 eV
SMILES ... C1=NN=COCO1
Total energy ... -10248.5266 eV
Frontier orbital gap ... 0.37982 hartree
Net charge ... 0
M ... 100.08 g mol⁻¹
F_max ... 1.445 eV Å⁻¹

The molecule's Mulliken atomic charges, reported in e, are given here: -0.311 0.154 0.113 0.426 0.208 0.414 0.391 -0.346 -0.320 -0.351 -0.377

***

Computed, not measured: 2 unconnected molecules or ions with the total composition C3H13N3, with ωB97M-V with the def2-TZVPD basis set.

Geometry (Å):
C 1.1261 -2.2214 0.0680
N 0.0981 -1.7003 -0.7756
C 0.4733 -1.0758 -2.0322
H 1.5646 -1.3704 0.5978
H 1.9919 -2.7259 -0.4044
H 0.8441 -3.0619 0.7057
H -0.7232 -2.2497 -0.9211
H 1.1658 -1.7196 -2.5926
H -0.4262 -0.8333 -2.5878
H 1.0055 -0.1327 -1.8635
N 0.3485 1.6876 1.0415
C -1.0076 1.9087 1.5573
N -1.9404 2.4253 0.5454
H 0.2876 0.7645 0.6429
H 0.9957 1.6543 1.8142
H -0.9393 2.6608 2.3466
H -1.4794 1.0121 1.9654
H -1.8799 1.7417 -0.2195
H -1.5052 3.2362 0.1119

Values from the calculation:
HOMO level ... -8.75 eV
SMILES ... CNC.NCN
Total energy ... -7791.2531 eV
Frontier orbital gap ... 0.35779 hartree
Net charge ... 0
M ... 91.16 g mol⁻¹
F_max ... 1.275 eV Å⁻¹

The molecule's Mulliken atomic charges, reported in e, are given here: -0.799 -0.233 -0.934 0.196 0.277 0.337 0.230 0.319 0.343 0.277 -0.637 -0.392 -0.646 0.200 0.264 0.414 0.289 0.213 0.281

***

Computed, not measured: a molecular structure, C23H23N4O6Se3TeTi, with ωB97M-V with the def2-TZVPD basis set.

Geometry (Å):
Ti 1.4729 -0.9427 -0.4114
C 4.2174 -2.1092 -3.4212
O 3.3958 -1.6545 -4.5121
C 2.0581 -1.8998 -4.4668
C 1.4303 -2.2345 -5.6535
C 0.0560 -2.4572 -5.7156
C -0.7014 -2.3641 -4.5697
C -0.0971 -2.0125 -3.3567
C -0.9010 -1.9707 -2.1617
N -0.4744 -1.6362 -0.9998
N -1.4382 -1.7350 0.0183
C -0.8164 -1.6010 1.1546
O 0.4449 -1.4175 1.2716
C -1.6174 -1.6126 2.4098
C -1.0464 -1.0884 3.5653
C -1.7877 -1.0293 4.7366
C -3.0931 -1.4982 4.7592
C -3.6604 -2.0275 3.6063
C -2.9273 -2.0807 2.4322
C 1.2795 -1.7501 -3.2961
O 1.8427 -1.3586 -2.1791
H 5.1768 -2.3687 -3.8663
H 4.3492 -1.3284 -2.6765
H 3.7806 -2.9840 -2.9361
H 2.0488 -2.3191 -6.5383
H -0.4047 -2.7147 -6.6603
H -1.7682 -2.5517 -4.5900
H -1.9438 -2.2735 -2.2331
H -0.0313 -0.7161 3.5177
H -1.3449 -0.6123 5.6326
H -3.6704 -1.4527 5.6747
H -4.6784 -2.3970 3.6237
H -3.3558 -2.4759 1.5210
Se 2.4149 -3.4568 0.0057
Se 4.5467 -2.7180 0.6953
Te 3.6006 -0.5254 1.5086
Se 3.4574 0.7231 -0.6120
C -2.6351 1.6260 1.6082
C -1.5946 2.5008 2.2967
C -0.3904 2.8714 1.4009
C 0.4722 3.9389 2.0929
C 1.6916 4.3448 1.2761
C -0.9243 3.4588 0.1105
O -1.5515 4.4990 0.0735
N -0.6778 2.7370 -1.0220
C -0.0124 1.5107 -1.0981
O 0.1555 0.9988 -2.1924
N 0.4322 0.9200 0.0423
C 0.4535 1.6033 1.2190
O 1.1000 1.2082 2.1795
H -3.3678 1.2613 2.3293
H -2.1869 0.7514 1.1324
H -3.1713 2.1864 0.8387
H -1.1874 1.9955 3.1753
H -2.0521 3.4353 2.6297
H 0.7814 3.5256 3.0532
H -0.1664 4.8042 2.2807
H 2.3334 3.4874 1.0632
H 2.2890 5.0841 1.8116
H 1.3990 4.7918 0.3226
H -1.0035 3.1107 -1.9009

Values from the calculation:
HOMO level ... -4.45 eV
Total energy ... -268926.0351 eV
Frontier orbital gap ... 0.23335 hartree
Net charge ... -1
M ... 863.81 g mol⁻¹
F_max ... 0.555 eV Å⁻¹

The molecule's Mulliken atomic charges, reported in e, are given here: -0.278 -0.464 -0.551 0.047 -0.567 -0.691 -1.095 0.973 -0.677 1.042 -1.103 0.421 -0.377 0.254 -0.475 -0.749 -0.371 -0.662 -0.056 0.991 0.040 0.321 0.048 0.269 0.437 0.373 0.402 0.301 0.465 0.405 0.391 0.382 0.427 -0.337 -0.385 0.079 -0.498 -1.250 -1.370 2.456 -1.454 -1.121 -0.376 -0.684 0.195 -0.169 -0.722 1.982 -0.687 -0.536 0.418 0.215 0.380 0.424 0.441 0.431 0.475 0.183 0.488 0.246 0.302

***

Computed, not measured: 15 unconnected molecules or ions with the total composition C5H38NO14, with ωB97M-V with the def2-TZVPD basis set.

Geometry (Å):
C -3.7493 -1.0318 -0.2085
C -2.5538 -0.0928 -0.6662
C -1.3615 -0.9449 -0.5805
C -0.1553 -0.6919 -0.0806
N 0.9443 -1.5389 -0.4128
C 0.8493 -2.7940 -0.3516
H -4.4093 -0.3962 0.3688
H -3.2343 -1.8724 0.2313
H -4.2275 -1.5979 -0.9888
H -2.3961 0.7526 0.0071
H -2.8411 0.3136 -1.6300
H -1.3294 -1.8959 -1.0885
H 0.0766 0.1575 0.5493
H 1.7573 -0.9788 -0.8061
H -0.0886 -3.2019 -0.0351
H 1.5207 -3.5820 -0.6203
H 1.4872 -1.5178 3.4916
H 1.5668 0.0244 3.1316
O 1.8071 -0.6570 3.7573
H -1.9446 1.9169 2.9712
H -1.2883 2.8286 1.9727
O -1.1091 2.0258 2.4980
H -2.7312 -1.1005 2.5237
H -2.9290 -2.3893 3.3037
O -2.6146 -2.0455 2.4654
H 2.9553 0.7493 -0.5519
H 3.2011 -0.0904 -1.8145
O 2.4938 0.3675 -1.3389
H -1.1238 3.3857 -0.0753
H -2.3417 4.1821 0.0291
O -1.6354 3.8628 0.5959
H -3.1840 -1.1695 -3.9669
H -2.3377 0.0367 -4.3931
O -2.3297 -0.7325 -3.8177
H 2.0637 4.1572 0.1385
H 0.6036 4.4100 0.6809
O 1.2285 3.7678 0.3629
H -0.3529 -1.8549 -3.7869
H 0.1470 -2.8214 -2.8090
O 0.4458 -2.0617 -3.2941
H 0.3720 -4.2190 2.4274
H -0.6559 -2.9700 2.1877
O 0.2713 -3.2605 2.2781
H 2.8252 -2.8352 1.0842
H 4.1025 -2.4325 0.3940
O 3.1808 -2.1484 0.5090
H 0.9281 1.0783 -2.5425
H -0.1657 0.6586 -3.5377
O 0.2329 1.4308 -3.1214
H -0.8582 2.6411 -2.0418
H -2.3655 2.6032 -2.4751
O -1.7807 2.7817 -1.7356
H 1.3543 2.3301 1.2083
H 0.9303 1.9159 2.6186
O 1.4687 1.6176 1.8772
H 4.3979 1.3495 1.0867
H 2.9597 0.8966 1.4887
O 3.7573 0.6555 0.9457

Values from the calculation:
HOMO level ... -12.52 eV
Total energy ... -35950.1244 eV
Frontier orbital gap ... 0.34881 hartree
Net charge ... +1
M ... 336.35 g mol⁻¹
F_max ... 2.162 eV Å⁻¹

The molecule's Mulliken atomic charges, reported in e, are given here: -1.514 0.535 -0.597 -0.698 0.861 -0.776 0.334 0.413 0.346 0.324 0.043 0.351 0.736 0.058 0.352 0.528 0.289 0.398 -0.653 0.263 0.347 -0.548 0.275 0.261 -0.572 0.328 0.287 -0.772 0.488 0.286 -0.710 0.268 0.292 -0.565 0.240 0.300 -0.602 0.300 0.297 -0.588 0.289 0.305 -0.558 0.272 0.229 -0.462 0.359 0.306 -0.699 0.303 0.247 -0.650 0.257 0.270 -0.720 0.271 0.438 -0.662

***

> The highest M belongs to which entry?

C23H23N4O6Se3TeTi

***

What did the first record say?
Computed, not measured: C3H4N2O2 in the gas phase, with ωB97M-V with the def2-TZVPD basis set.

Geometry (Å):
C 0.2310 -1.3409 0.3735
C 1.3152 0.6887 -0.1255
C -1.5159 0.1064 -0.0452
H 0.0554 -0.9978 1.3928
H 0.4881 -2.3902 0.3229
H 2.2750 1.1230 -0.2828
H -2.6204 0.0658 0.0080
N 0.3858 1.5434 0.0413
N -0.9617 1.2398 0.1737
O 1.3700 -0.6781 -0.1234
O -0.9134 -1.0730 -0.3970

Values from the calculation:
HOMO level ... -9.76 eV
SMILES ... C1=NN=COCO1
Total energy ... -10248.5266 eV
Frontier orbital gap ... 0.37982 hartree
Net charge ... 0
M ... 100.08 g mol⁻¹
F_max ... 1.445 eV Å⁻¹

The molecule's Mulliken atomic charges, reported in e, are given here: -0.311 0.154 0.113 0.426 0.208 0.414 0.391 -0.346 -0.320 -0.351 -0.377

***

> Look up the F_max of the second one.

1.275 eV Å⁻¹